Arrangement 1

{"formula": "BrFHP", "method": "ωB97M-V with the def2-TZVPD basis set", "elements": ["F", "P", "Br", "H"], "positions_angstrom": [[0.722, -0.217, -1.244], [0.542, 0.376, 0.249], [-1.654, 0.900, 0.063], [0.389, -1.059, 0.932]], "multiplicity": 3, "total_charge": 0}

=====

Arrangement 2

{"formula": "BrFHP", "method": "ωB97M-V with the def2-TZVPD basis set", "elements": ["F", "P", "Br", "H"], "positions_angstrom": [[2.224, 0.579, 0.252], [0.692, 0.554, 0.488], [-3.286, -1.207, 0.164], [0.371, 0.074, -0.904]], "multiplicity": 3, "total_charge": 0}

=====

Which structure is the least stable? The one labeled arrangement 1.

=====

Arrangement 1

{"formula": "C6H7N2O", "method": "ωB97M-V with the def2-TZVPD basis set", "elements": ["C", "C", "C", "C", "C", "C", "N", "N", "O", "H", "H", "H", "H", "H", "H", "H"], "positions_angstrom": [[-1.532, -0.818, 1.078], [-1.561, 0.541, 1.583], [0.238, 1.324, -0.827], [-0.971, -1.378, 0.001], [1.286, 0.343, -0.347], [1.151, -1.057, -1.075], [-1.178, 1.579, 1.026], [-0.711, 1.789, -0.112], [-0.240, -1.592, -1.006], [-1.834, -1.529, 1.910], [-2.213, 0.734, 2.421], [0.462, 1.790, -1.746], [2.246, 0.783, -0.801], [1.562, 0.336, 0.649], [1.396, -1.134, -2.193], [1.899, -1.711, -0.560]], "total_charge": 1}

=====

Arrangement 2

{"formula": "C6H7N2O", "method": "ωB97M-V with the def2-TZVPD basis set", "elements": ["C", "C", "C", "C", "C", "C", "N", "N", "O", "H", "H", "H", "H", "H", "H", "H"], "positions_angstrom": [[0.977, -1.784, 0.050], [0.370, -1.226, -1.137], [0.816, -1.098, 1.210], [-0.217, 0.039, -1.060], [0.368, 0.257, 1.147], [-3.236, -0.234, -0.428], [-0.284, 0.733, 0.065], [-0.788, 1.948, 0.085], [-4.112, -0.730, 0.070], [1.387, -2.801, -0.067], [0.405, -1.692, -2.147], [1.138, -1.558, 2.208], [-0.577, 0.351, -2.034], [0.149, 0.898, 2.007], [-1.350, 2.117, -0.632], [-0.664, 2.617, 0.924]], "total_charge": 1}

=====

Which structure is the least stable? The one labeled arrangement 1.

=====

Arrangement 1

{"formula": "C3H3IO2", "method": "ωB97M-V with the def2-TZVPD basis set", "elements": ["C", "C", "C", "O", "O", "I", "H", "H", "H"], "positions_angstrom": [[-1.399, 1.318, -1.221], [-0.568, 0.538, -0.832], [0.721, -0.741, -0.174], [0.365, -0.465, 2.095], [1.200, -0.249, 0.983], [2.041, -1.270, -1.546], [-2.087, 2.069, -1.557], [-0.075, -1.554, 0.137], [-0.198, 0.353, 2.114]], "total_charge": 0}

=====

Arrangement 2

{"formula": "C3H3IO2", "method": "ωB97M-V with the def2-TZVPD basis set", "elements": ["C", "C", "C", "O", "O", "I", "H", "H", "H"], "positions_angstrom": [[-0.077, -0.714, -0.015], [1.551, 0.795, 0.021], [-1.349, -0.091, 0.101], [0.427, -1.773, -0.046], [1.263, 1.902, -0.002], [3.294, -0.297, 0.063], [-1.673, 0.382, -0.932], [-1.318, 0.637, 0.793], [-2.120, -0.840, 0.015]], "total_charge": 0}

=====

Arrangement 3

{"formula": "C3H3IO2", "method": "ωB97M-V with the def2-TZVPD basis set", "elements": ["C", "C", "C", "I", "O", "O", "H", "H", "H"], "positions_angstrom": [[-0.914, 1.526, -0.943], [-0.743, 0.600, -0.247], [-0.310, -0.464, 0.619], [-1.921, -1.897, 0.732], [0.768, -1.264, 0.162], [2.023, -0.593, 0.307], [-1.109, 2.246, -1.799], [-0.258, 0.032, 1.664], [2.464, -0.186, -0.494]], "total_charge": 0, "smiles": "C#C[C@@H](I)OO"}

=====

Which structure is the least stable? The one labeled arrangement 1.

=====

Arrangement 1

{"formula": "C26H78O13", "method": "ωB97M-V with the def2-TZVPD basis set", "elements": ["C", "C", "O", "H", "H", "H", "H", "H", "H", "C", "C", "O", "H", "H", "H", "H", "H", "H", "C", "C", "O", "H", "H", "H", "H", "H", "H", "C", "C", "O", "H", "H", "H", "H", "H", "H", "C", "C", "O", "H", "H", "H", "H", "H", "H", "C", "C", "O", "H", "H", "H", "H", "H", "H", "C", "C", "O", "H", "H", "H", "H", "H", "H", "C", "C", "O", "H", "H", "H", "H", "H", "H", "C", "C", "O", "H", "H", "H", "H", "H", "H", "C", "C", "O", "H", "H", "H", "H", "H", "H", "C", "C", "O", "H", "H", "H", "H", "H", "H", "C", "C", "O", "H", "H", "H", "H", "H", "H", "C", "C", "O", "H", "H", "H", "H", "H", "H"], "positions_angstrom": [[21.919, -4.350, 22.369], [20.501, -4.058, 22.869], [20.077, -5.181, 23.612], [22.295, -3.475, 21.839], [22.002, -5.301, 21.843], [22.492, -4.493, 23.286], [19.877, -3.979, 21.979], [20.465, -3.171, 23.502], [19.483, -5.667, 23.035], [24.530, 0.414, 22.534], [23.471, -0.669, 22.225], [22.727, -0.930, 23.364], [25.060, 0.808, 21.667], [25.293, 0.142, 23.264], [24.026, 1.291, 22.941], [24.002, -1.589, 21.978], [22.884, -0.288, 21.390], [23.269, -1.435, 23.974], [23.521, -2.789, 17.344], [23.627, -3.369, 18.814], [25.011, -3.197, 19.182], [23.962, -1.797, 17.244], [22.475, -2.726, 17.043], [24.002, -3.501, 16.673], [23.322, -4.415, 18.798], [23.030, -2.720, 19.456], [25.048, -3.866, 19.869], [26.726, -3.077, 22.062], [26.682, -4.536, 21.605], [25.305, -4.825, 21.473], [26.164, -2.943, 22.986], [26.242, -2.446, 21.316], [27.728, -2.686, 22.242], [27.198, -5.113, 22.372], [27.195, -4.710, 20.660], [25.027, -4.924, 22.386], [19.313, -0.807, 21.776], [18.428, 0.281, 22.347], [17.498, 0.701, 21.438], [18.832, -1.770, 21.607], [20.157, -0.967, 22.448], [19.777, -0.350, 20.902], [19.011, 1.119, 22.729], [17.837, -0.199, 23.128], [16.694, 0.855, 21.939], [20.873, -8.214, 22.335], [19.435, -8.446, 22.081], [18.728, -7.260, 22.124], [21.315, -7.413, 21.743], [21.469, -9.081, 22.048], [21.020, -7.975, 23.389], [19.052, -9.237, 22.726], [19.326, -8.881, 21.088], [17.798, -7.434, 21.957], [25.373, -8.171, 20.724], [23.949, -7.766, 20.198], [24.011, -7.954, 18.797], [25.410, -8.242, 21.811], [26.220, -7.594, 20.352], [25.581, -9.225, 20.539], [23.869, -6.729, 20.525], [23.220, -8.448, 20.636], [23.126, -7.693, 18.533], [24.823, -1.589, 26.515], [23.563, -2.506, 26.530], [23.452, -3.175, 25.298], [24.890, -0.951, 25.634], [25.639, -2.301, 26.391], [24.876, -1.095, 27.485], [22.721, -1.861, 26.781], [23.605, -3.298, 27.277], [22.698, -3.765, 25.375], [19.977, -5.495, 18.766], [19.473, -6.907, 18.647], [20.576, -7.816, 18.388], [19.216, -4.729, 18.915], [20.639, -5.098, 17.996], [20.601, -5.409, 19.655], [18.851, -6.876, 17.752], [18.784, -7.239, 19.423], [20.303, -8.625, 17.950], [25.561, -7.445, 24.508], [25.456, -6.216, 25.410], [25.371, -5.078, 24.626], [24.583, -7.582, 24.046], [25.981, -8.312, 25.016], [26.265, -7.333, 23.683], [26.395, -6.239, 25.963], [24.713, -6.202, 26.208], [24.903, -4.324, 24.993], [16.396, -6.539, 24.462], [15.134, -7.401, 24.248], [13.998, -6.752, 24.815], [17.244, -7.184, 24.234], [16.372, -6.239, 25.510], [16.407, -5.697, 23.769], [15.115, -8.383, 24.722], [14.910, -7.477, 23.184], [13.318, -7.411, 24.974], [21.111, -4.788, 28.276], [20.567, -5.331, 26.904], [21.448, -5.174, 25.883], [20.360, -4.986, 29.041], [21.401, -3.738, 28.247], [21.979, -5.396, 28.532], [19.653, -4.820, 26.601], [20.409, -6.409, 26.922], [20.908, -5.392, 25.120], [19.279, -1.878, 26.185], [19.746, -0.377, 26.230], [19.819, -0.144, 27.581], [19.966, -2.565, 26.679], [19.496, -2.183, 25.162], [18.227, -2.085, 26.382], [19.058, 0.247, 25.659], [20.735, -0.338, 25.773], [20.265, 0.690, 27.746]], "multiplicity": 2, "total_charge": 1}

=====

Arrangement 2

{"formula": "C26H78O13", "method": "ωB97M-V with the def2-TZVPD basis set", "elements": ["C", "C", "O", "H", "H", "H", "H", "H", "H", "C", "C", "O", "H", "H", "H", "H", "H", "H", "C", "C", "O", "H", "H", "H", "H", "H", "H", "C", "C", "O", "H", "H", "H", "H", "H", "H", "C", "C", "O", "H", "H", "H", "H", "H", "H", "C", "C", "O", "H", "H", "H", "H", "H", "H", "C", "C", "O", "H", "H", "H", "H", "H", "H", "C", "C", "O", "H", "H", "H", "H", "H", "H", "C", "C", "O", "H", "H", "H", "H", "H", "H", "C", "C", "O", "H", "H", "H", "H", "H", "H", "C", "C", "O", "H", "H", "H", "H", "H", "H", "C", "C", "O", "H", "H", "H", "H", "H", "H", "C", "C", "O", "H", "H", "H", "H", "H", "H"], "positions_angstrom": [[1.037, -4.992, 0.925], [1.739, -5.839, 2.003], [2.719, -6.518, 1.330], [1.798, -4.523, 0.301], [0.382, -4.222, 1.332], [0.474, -5.730, 0.354], [1.176, -6.479, 2.683], [2.356, -5.201, 2.636], [2.488, -7.436, 1.487], [3.822, 0.307, -3.299], [4.490, 0.041, -2.047], [4.125, 0.903, -0.997], [2.761, 0.065, -3.240], [4.255, -0.310, -4.087], [4.085, 1.304, -3.652], [5.564, 0.181, -2.168], [4.383, -0.978, -1.676], [3.213, 0.755, -0.737], [-1.468, 4.749, 1.427], [-1.386, 3.248, 1.056], [-0.769, 3.098, -0.193], [-1.932, 5.341, 0.638], [-0.595, 5.339, 1.707], [-2.183, 4.814, 2.247], [-2.388, 2.822, 1.007], [-0.830, 2.710, 1.823], [-0.013, 3.667, -0.351], [1.698, 2.597, 4.397], [2.259, 2.272, 2.959], [2.199, 0.866, 2.799], [2.336, 2.239, 5.205], [0.715, 2.158, 4.567], [1.675, 3.686, 4.438], [3.261, 2.680, 2.830], [1.746, 2.826, 2.173], [2.146, 0.681, 1.858], [0.312, 6.746, -1.045], [1.506, 5.863, -1.478], [1.592, 4.580, -0.964], [0.259, 6.775, 0.043], [-0.629, 6.277, -1.333], [0.509, 7.778, -1.334], [2.416, 6.440, -1.308], [1.602, 5.909, -2.563], [2.511, 4.405, -0.751], [1.134, -3.198, -3.834], [0.368, -1.872, -3.754], [0.352, -1.358, -5.027], [0.494, -3.955, -4.286], [1.297, -3.535, -2.810], [2.011, -3.026, -4.459], [0.926, -1.178, -3.125], [-0.627, -1.900, -3.311], [0.304, -0.400, -5.040], [3.616, -1.913, 1.686], [3.831, -1.691, 3.259], [2.593, -1.544, 3.938], [2.763, -2.591, 1.641], [4.405, -2.373, 1.091], [3.277, -1.049, 1.115], [4.226, -0.682, 3.385], [4.423, -2.445, 3.778], [2.276, -0.741, 3.518], [-0.630, -1.118, 4.567], [-1.178, -2.510, 4.755], [-2.547, -2.480, 4.348], [-0.751, -0.655, 3.588], [0.438, -0.958, 4.718], [-1.137, -0.358, 5.161], [-1.202, -2.782, 5.810], [-0.635, -3.301, 4.238], [-2.955, -3.198, 4.836], [0.454, 2.104, -6.791], [-0.602, 2.045, -5.665], [0.020, 1.245, -4.624], [0.067, 2.507, -7.727], [0.682, 1.092, -7.126], [1.420, 2.564, -6.582], [-1.519, 1.538, -5.965], [-0.905, 3.048, -5.365], [-0.244, 1.630, -3.786], [-3.065, -0.174, -2.686], [-2.667, 1.053, -1.854], [-1.467, 1.558, -2.341], [-3.903, -0.692, -2.218], [-2.270, -0.908, -2.549], [-3.255, 0.168, -3.703], [-2.586, 0.716, -0.820], [-3.512, 1.740, -1.812], [-1.109, 2.154, -1.679], [-2.966, -3.461, 0.736], [-3.932, -3.119, -0.450], [-5.244, -3.558, -0.220], [-2.919, -4.549, 0.786], [-3.274, -3.045, 1.695], [-1.946, -3.127, 0.549], [-3.549, -3.599, -1.350], [-3.861, -2.034, -0.533], [-5.405, -4.424, -0.601], [-4.002, 0.407, 1.707], [-4.772, -0.388, 2.745], [-6.182, -0.300, 2.649], [-2.968, 0.366, 2.051], [-4.362, 1.428, 1.826], [-4.079, 0.102, 0.663], [-4.742, 0.109, 3.715], [-4.440, -1.424, 2.804], [-6.393, -1.158, 2.273], [0.066, -0.566, 0.810], [0.867, -0.034, -0.389], [1.645, 1.086, -0.157], [0.787, -1.021, 1.489], [-0.415, -1.519, 0.590], [-0.679, 0.087, 1.265], [0.179, 0.264, -1.181], [1.476, -0.858, -0.760], [1.081, 1.861, -0.201]], "multiplicity": 2, "total_charge": 1}

=====

Which structure is the least stable? The one labeled arrangement 2.